(1)
DFT (ωB97M-V/def2-TZVPD) results for a cluster of 3 separate species, C14H38N3O4S in total in a non-equilibrium geometry.

Each line ends with the Löwdin charge.
CARTESIAN COORDINATES (ANGSTROEM)
1 N 7.984 -2.502 1.201  0.01
2 C 7.112 -1.777 0.288  -0.32
3 C 5.893 -2.611 -0.169  -0.40
4 S 4.596 -2.402 1.075  1.08
5 H 7.545 -3.335 1.567  0.07
6 H 8.870 -2.745 0.782  0.08
7 H 7.637 -1.431 -0.593  0.12
8 H 6.714 -0.913 0.829  0.10
9 H 6.108 -3.673 -0.213  0.09
10 H 5.587 -2.297 -1.162  0.09
11 H 3.594 -3.279 0.883  0.00
12 H 4.081 -1.107 1.092  0.01
13 C -0.888 1.128 4.678  -0.11
14 O -1.264 0.830 3.345  -0.20
15 C -1.523 1.982 2.545  -0.20
16 C -0.478 2.124 1.463  -0.21
17 N 0.820 2.481 2.033  -0.04
18 C 1.925 2.403 1.090  -0.19
19 C 2.266 1.033 0.513  -0.19
20 O 2.779 0.107 1.480  -0.26
21 C 1.785 -0.612 2.211  -0.07
22 H -0.848 0.188 5.226  0.09
23 H 0.099 1.602 4.727  0.08
24 H -1.622 1.779 5.159  0.09
25 H -1.588 2.886 3.155  0.13
26 H -2.493 1.830 2.065  0.12
27 H -0.790 2.897 0.760  0.12
28 H -0.440 1.171 0.920  0.09
29 H 1.016 1.866 2.812  0.07
30 H 2.814 2.777 1.605  0.12
31 H 1.730 3.086 0.259  0.13
32 H 3.069 1.178 -0.215  0.12
33 H 1.432 0.585 -0.034  0.10
34 H 0.885 -0.778 1.618  0.10
35 H 1.529 -0.099 3.137  0.09
36 H 2.205 -1.585 2.488  0.07
37 C -3.438 -2.953 -2.755  -0.12
38 O -3.466 -1.899 -3.697  -0.20
39 C -4.763 -1.343 -3.902  -0.21
40 C -4.832 0.073 -3.372  -0.21
41 N -4.769 0.092 -1.916  -0.05
42 C -4.603 1.421 -1.337  -0.20
43 C -3.314 2.178 -1.645  -0.21
44 O -2.148 1.595 -1.081  -0.21
45 C -1.545 0.580 -1.860  -0.09
46 H -2.439 -3.385 -2.778  0.08
47 H -3.640 -2.597 -1.738  0.08
48 H -4.160 -3.733 -3.011  0.09
49 H -5.538 -1.969 -3.454  0.12
50 H -4.934 -1.319 -4.981  0.12
51 H -5.772 0.529 -3.695  0.13
52 H -4.006 0.636 -3.828  0.11
53 H -3.997 -0.488 -1.616  0.07
54 H -4.666 1.305 -0.252  0.12
55 H -5.452 2.042 -1.637  0.12
56 H -3.403 3.164 -1.182  0.12
57 H -3.175 2.353 -2.717  0.11
58 H -1.686 0.745 -2.930  0.09
59 H -1.921 -0.411 -1.588  0.08
60 H -0.473 0.594 -1.647  0.07

Charge ... +1
E_LUMO ... -3.3 eV
Electronic energy ... -1419.22526 Ha

(2)
DFT (ωB97M-V/def2-TZVPD) results for a cluster of 2 separate species, C4H2Cl2O2 in total in a non-equilibrium geometry.

Each line ends with the Löwdin charge.
CARTESIAN COORDINATES (ANGSTROEM)
1 C 0.183 -0.424 -1.450  -0.34
2 C 0.847 -0.959 -0.488  0.07
3 C -0.558 -0.833 1.163  -0.37
4 C -1.357 0.238 0.881  -1.01
5 O -0.479 0.220 -2.209  0.09
6 O -0.304 -1.667 1.955  0.18
7 Cl -0.451 1.673 1.374  0.69
8 Cl -2.829 0.180 1.938  0.62
9 H 1.377 -1.781 -0.147  0.03
10 H -1.733 0.521 -0.043  0.03

ΔE to the lowest compared entry with this formula, charge and spin ... 80.94 kcal per mole
E_LUMO ... -0.9 eV
Electronic energy ... -1224.34501 Ha

(3)
DFT (ωB97M-V/def2-TZVPD) results for a cluster of 14 separate species, C5H36NO15 in total in a non-equilibrium geometry.

Each line ends with the Löwdin charge.
CARTESIAN COORDINATES (ANGSTROEM)
1 C 0.385 -1.635 3.370  -0.14
2 C 0.542 -0.047 3.393  -0.41
3 C 1.539 0.421 4.464  -0.09
4 C -0.798 0.612 3.753  -0.08
5 N -0.160 -2.463 2.217  0.07
6 C -0.134 -1.879 0.907  -0.67
7 O 0.362 -0.744 0.632  -0.10
8 O -0.548 -2.699 0.058  -0.04
9 H -0.344 -1.789 4.162  0.11
10 H 1.435 -1.949 3.396  0.11
11 H 0.935 0.217 2.423  0.09
12 H 1.336 1.492 4.691  0.09
13 H 2.554 0.201 4.118  0.07
14 H 1.319 -0.097 5.391  0.07
15 H -1.079 1.523 3.279  0.06
16 H -0.892 0.744 4.817  0.06
17 H -1.596 -0.116 3.533  0.08
18 H -0.927 -3.019 2.547  0.10
19 H -2.615 -2.969 0.758  0.00
20 H -2.790 -3.038 -0.741  -0.03
21 O -3.282 -3.087 0.074  -0.07
22 H 4.495 0.364 1.490  0.04
23 H 4.731 -0.112 0.002  0.02
24 O 4.947 0.574 0.655  -0.07
25 H 2.881 -1.688 -3.163  0.01
26 H 1.467 -1.171 -3.329  -0.02
27 O 2.172 -1.663 -3.811  -0.09
28 H -0.702 -3.874 -1.700  0.04
29 H -1.669 -2.761 -1.974  0.00
30 O -1.512 -3.681 -2.208  -0.08
31 H -1.991 0.172 -2.425  0.04
32 H -1.032 0.116 -3.590  0.05
33 O -1.988 0.258 -3.399  -0.07
34 H -1.432 3.664 -2.116  -0.03
35 H -2.190 4.213 -0.862  0.01
36 O -1.368 4.308 -1.355  -0.11
37 H -3.999 1.979 -0.403  0.04
38 H -2.680 1.667 0.322  0.00
39 O -3.397 2.336 0.267  -0.09
40 H 2.844 1.195 0.019  0.00
41 H 1.447 2.025 0.269  0.00
42 O 2.067 1.614 -0.353  -0.05
43 H 2.439 -1.980 -0.040  0.04
44 H 2.027 -0.574 -0.297  0.02
45 O 2.802 -1.209 -0.486  -0.08
46 H -0.957 0.169 0.007  0.04
47 H -0.492 1.535 -0.446  0.02
48 O -1.216 0.919 -0.591  -0.07
49 H 1.224 0.609 -2.757  0.09
50 H 0.706 -0.248 -1.605  0.03
51 O 0.530 -0.034 -2.529  -0.06
52 H -1.996 1.851 -3.406  0.05
53 H -0.570 2.222 -3.580  0.06
54 O -1.379 2.659 -3.257  -0.09
55 H -0.248 3.382 0.553  0.02
56 H 1.019 4.230 0.441  0.06
57 O 0.592 3.570 1.004  -0.06

ΔE to the lowest compared entry with this formula, charge and spin ... 42.63 kcal per mole
Charge ... -1
E_LUMO ... 2.5 eV
Electronic energy ... -1395.56281 Ha

(4)
DFT (ωB97M-V/def2-TZVPD) results for a cluster of 8 separate species, C15H45O8 in total in a non-equilibrium geometry.

Each line ends with the Löwdin charge.
CARTESIAN COORDINATES (ANGSTROEM)
1 C 0.313 0.363 -0.896  -0.55
2 O -0.410 1.490 -0.862  -0.48
3 H 0.799 0.359 -1.872  0.02
4 H 1.051 0.266 -0.101  0.01
5 H -0.308 -0.521 -0.750  0.01
6 C -3.173 2.059 -6.971  -0.09
7 C -3.912 1.234 -5.908  -0.34
8 O -4.250 2.167 -4.944  -0.09
9 H -3.681 2.956 -7.323  0.07
10 H -2.713 1.480 -7.772  0.06
11 H -2.288 2.501 -6.513  0.07
12 H -3.374 0.450 -5.376  0.12
13 H -4.838 0.794 -6.280  0.10
14 H -3.607 2.007 -4.248  0.09
15 C -3.357 -8.047 -0.082  -0.10
16 C -3.876 -6.994 0.900  -0.32
17 O -5.283 -6.776 0.806  -0.07
18 H -3.708 -9.023 0.253  0.07
19 H -2.276 -8.020 -0.220  0.07
20 H -3.714 -7.915 -1.104  0.07
21 H -3.347 -6.069 0.673  0.11
22 H -3.568 -7.277 1.907  0.11
23 H -5.601 -7.197 1.608  0.07
24 C 2.943 5.951 5.048  -0.08
25 C 2.768 4.899 3.908  -0.33
26 O 1.407 4.884 3.500  -0.07
27 H 3.976 6.215 5.272  0.06
28 H 2.514 5.434 5.907  0.06
29 H 2.361 6.853 4.856  0.07
30 H 3.104 3.933 4.286  0.10
31 H 3.480 5.039 3.095  0.10
32 H 1.317 4.235 2.799  0.09
33 C 2.300 -2.382 5.724  -0.08
34 C 3.777 -2.042 5.968  -0.34
35 O 4.091 -2.087 7.351  -0.09
36 H 2.194 -2.690 4.684  0.08
37 H 1.736 -1.509 6.052  0.07
38 H 2.132 -3.230 6.387  0.07
39 H 4.086 -1.080 5.560  0.11
40 H 4.316 -2.836 5.452  0.10
41 H 4.988 -2.410 7.466  0.08
42 C 2.826 -4.584 -5.353  -0.12
43 C 4.105 -3.898 -5.066  -0.34
44 O 5.213 -4.625 -5.655  -0.06
45 H 2.064 -4.293 -4.629  0.08
46 H 3.048 -5.631 -5.147  0.07
47 H 2.448 -4.554 -6.375  0.08
48 H 4.083 -3.717 -3.992  0.11
49 H 3.889 -2.901 -5.450  0.11
50 H 5.929 -3.990 -5.580  0.07
51 C -5.725 -1.290 4.614  -0.07
52 C -4.985 -0.907 3.287  -0.32
53 O -4.582 0.452 3.218  -0.09
54 H -5.960 -2.351 4.530  0.06
55 H -6.586 -0.622 4.608  0.07
56 H -5.256 -1.253 5.597  0.06
57 H -5.417 -1.219 2.336  0.10
58 H -4.059 -1.463 3.143  0.10
59 H -3.882 0.560 2.570  0.09
60 C 3.373 8.251 -3.251  -0.10
61 C 2.514 7.388 -2.283  -0.31
62 O 1.203 7.082 -2.731  -0.08
63 H 4.288 8.656 -2.819  0.06
64 H 2.900 9.200 -3.507  0.06
65 H 3.721 7.783 -4.172  0.07
66 H 2.493 7.808 -1.278  0.10
67 H 3.092 6.465 -2.312  0.10
68 H 0.897 6.192 -2.543  0.09

ΔE to the lowest compared entry with this formula, charge and spin ... 80.55 kcal per mole
Charge ... -1
E_LUMO ... 2.2 eV
Electronic energy ... -1200.21328 Ha

(5)
DFT (ωB97M-V/def2-TZVPD) results for the ion C7H12N3O2 with charge +1 in a non-equilibrium geometry.

Each line ends with the Löwdin charge.
CARTESIAN COORDINATES (ANGSTROEM)
1 C -2.378 -1.602 -0.933  -0.05
2 C -1.783 -1.045 -2.030  -0.10
3 C -0.902 -0.286 0.179  0.21
4 C 0.129 0.417 0.987  -0.43
5 C 3.499 1.293 0.890  -0.04
6 C -2.182 -1.858 1.449  0.07
7 C 2.071 1.831 0.951  -0.17
8 N -1.773 -1.256 0.196  -0.10
9 N -0.833 -0.200 -1.891  0.01
10 N -0.075 0.626 -2.679  0.12
11 O -0.019 0.240 2.182  0.14
12 O 1.076 1.022 0.263  0.01
13 H -3.193 -2.245 -1.074  0.13
14 H -2.164 -1.369 -3.002  0.15
15 H 4.210 2.140 0.662  0.11
16 H 3.753 0.630 1.680  0.07
17 H 3.592 0.808 -0.038  0.06
18 H -3.235 -1.906 1.528  0.11
19 H -1.834 -2.895 1.386  0.14
20 H -1.846 -1.297 2.234  0.07
21 H 2.027 2.807 0.493  0.12
22 H 1.746 1.929 1.990  0.12
23 H -0.631 1.373 -3.208  0.17
24 H 0.744 0.842 -2.215  0.06

ΔE to the lowest compared entry with this formula, charge and spin ... 101.31 kcal per mole
Charge ... +1
E_LUMO ... -4.6 eV
Electronic energy ... -588.26670 Ha

Please write out number 5 again, unchanged.
DFT (ωB97M-V/def2-TZVPD) results for the ion C7H12N3O2 with charge +1 in a non-equilibrium geometry.

Each line ends with the Löwdin charge.
CARTESIAN COORDINATES (ANGSTROEM)
1 C -2.378 -1.602 -0.933  -0.05
2 C -1.783 -1.045 -2.030  -0.10
3 C -0.902 -0.286 0.179  0.21
4 C 0.129 0.417 0.987  -0.43
5 C 3.499 1.293 0.890  -0.04
6 C -2.182 -1.858 1.449  0.07
7 C 2.071 1.831 0.951  -0.17
8 N -1.773 -1.256 0.196  -0.10
9 N -0.833 -0.200 -1.891  0.01
10 N -0.075 0.626 -2.679  0.12
11 O -0.019 0.240 2.182  0.14
12 O 1.076 1.022 0.263  0.01
13 H -3.193 -2.245 -1.074  0.13
14 H -2.164 -1.369 -3.002  0.15
15 H 4.210 2.140 0.662  0.11
16 H 3.753 0.630 1.680  0.07
17 H 3.592 0.808 -0.038  0.06
18 H -3.235 -1.906 1.528  0.11
19 H -1.834 -2.895 1.386  0.14
20 H -1.846 -1.297 2.234  0.07
21 H 2.027 2.807 0.493  0.12
22 H 1.746 1.929 1.990  0.12
23 H -0.631 1.373 -3.208  0.17
24 H 0.744 0.842 -2.215  0.06

ΔE to the lowest compared entry with this formula, charge and spin ... 101.31 kcal per mole
Charge ... +1
E_LUMO ... -4.6 eV
Electronic energy ... -588.26670 Ha

> The lowest electronic energy belongs to which entry?

C14H38N3O4S

> Which of these has the highest E_LUMO?

C5H36NO15

> electronic energy of number 1 (C14H38N3O4S)?

-1419.22526 Ha